{
  "formula": "C23H32N2O8S",
  "method": "the ωB97M-V functional and the def2-TZVPD basis",
  "symbols": ["C", "O", "C", "C", "C", "C", "C", "C", "C", "C", "C", "C", "O", "S", "O", "O", "H", "H", "H", "H", "H", "H", "H", "H", "H", "H", "H", "H", "H", "H", "H", "H", "H", "H", "H", "H", "H", "H", "C", "C", "C", "C", "C", "C", "N", "O", "O", "H", "H", "H", "H", "H", "C", "C", "C", "C", "C", "C", "N", "O", "O", "H", "H", "H", "H", "H"],
  "coordinates": [[-1.42516, 0.70643, 3.42562], [-0.77959, -0.07840, 2.44621], [-1.62129, -1.09896, 1.94402], [-1.40586, -1.41678, 0.44255], [-0.33452, -0.60307, -0.28544], [-0.65978, 0.86993, -0.46124], [0.43166, 1.69384, -1.16985], [1.88714, 1.38529, -0.79292], [2.18246, 1.30900, 0.69599], [3.22138, 0.22072, 0.99022], [3.40103, 0.05987, 2.49922], [4.23945, 1.25613, 3.00898], [3.51829, 2.33387, 3.63113], [2.16449, 2.72908, 2.78575], [1.97861, 4.13502, 2.97907], [2.68936, 2.57539, 1.20686], [-0.88335, 1.63149, 3.55940], [-1.48154, 0.17901, 4.37804], [-2.44256, 0.96322, 3.13036], [-1.42037, -1.99846, 2.52741], [-2.67219, -0.88030, 2.10098], [-2.36420, -1.36244, -0.06530], [-1.08320, -2.45265, 0.39483], [0.61435, -0.79501, 0.19784], [-0.25187, -1.02605, -1.28582], [-1.53956, 0.90948, -1.10069], [-0.94377, 1.36322, 0.45933], [0.25408, 2.75498, -1.02376], [0.33988, 1.52698, -2.24112], [2.26591, 0.50261, -1.28984], [2.48998, 2.20833, -1.17410], [1.31055, 1.02917, 1.27536], [2.92085, -0.70124, 0.50782], [4.19180, 0.48804, 0.57763], [4.00023, -0.82828, 2.67714], [2.46542, -0.08373, 3.02877], [4.78391, 1.66290, 2.16712], [4.96086, 0.90874, 3.73755], [4.16903, 3.85004, -4.44402], [3.75077, 2.60426, -4.89184], [2.47972, 2.44762, -5.41917], [1.64426, 3.54589, -5.49368], [2.04127, 4.79270, -5.04725], [3.31347, 4.94112, -4.51860], [0.30119, 3.38505, -6.07131], [-0.02591, 2.27103, -6.43471], [-0.40032, 4.37481, -6.15141], [5.16361, 3.97124, -4.03591], [4.41600, 1.75420, -4.83124], [2.15624, 1.47783, -5.76593], [1.37370, 5.63870, -5.10887], [3.63834, 5.91006, -4.16643], [-5.00885, -7.08962, 1.61010], [-4.30086, -6.58212, 2.69111], [-4.23773, -5.21436, 2.89935], [-4.89183, -4.37413, 2.01731], [-5.59685, -4.86076, 0.93214], [-5.65254, -6.22984, 0.73047], [-4.84390, -2.92304, 2.24511], [-4.19640, -2.52041, 3.19380], [-5.44893, -2.20749, 1.46959], [-5.05995, -8.15880, 1.45320], [-3.79918, -7.25278, 3.37450], [-3.68850, -4.81433, 3.73820], [-6.09753, -4.18783, 0.25261], [-6.20118, -6.62640, -0.11223]],
  "forces_ev_per_a": [[-0.1, -0.1, 0.1], [-0.2, 0.4, -0.3], [0.2, -0.5, -0.2], [0.4, 0.0, 0.5], [-0.5, -0.1, 0.0], [0.2, 0.3, -0.4], [0.1, -0.4, -0.1], [-0.2, 1.1, 0.2], [1.0, -1.0, -0.4], [-0.5, 0.2, 0.4], [0.9, 0.2, -0.4], [-0.1, -0.5, 0.4], [-0.2, 0.1, -0.8], [-0.3, 0.1, -0.4], [0.2, 0.4, 0.3], [-0.5, -0.3, 0.8], [0.4, 0.2, 0.0], [0.0, -0.1, 0.2], [-0.1, 0.0, -0.1], [0.0, -0.2, 0.1], [-0.1, 0.4, 0.2], [-0.1, 0.1, -0.2], [-0.1, -0.3, -0.2], [0.3, 0.2, 0.2], [0.2, -0.1, -0.2], [-0.3, 0.1, 0.0], [0.1, -0.1, 0.4], [-0.1, 0.2, 0.1], [0.0, 0.0, -0.2], [-0.1, -0.4, 0.0], [0.2, 0.1, -0.2], [-0.5, 0.1, 0.0], [-0.2, -0.3, 0.0], [0.1, 0.1, -0.3], [0.1, -0.2, 0.1], [-0.2, 0.1, 0.1], [0.2, 0.1, -0.1], [0.0, 0.1, 0.4], [0.0, 0.0, 0.0], [0.0, 0.1, 0.1], [0.1, -0.3, 0.0], [0.2, 0.0, 0.1], [0.0, 0.2, 0.0], [0.0, -0.1, 0.0], [-0.2, 0.0, -0.1], [0.0, 0.1, 0.0], [0.1, -0.1, 0.0], [0.0, 0.0, 0.0], [0.0, 0.0, 0.0], [-0.1, 0.1, -0.1], [-0.1, -0.1, -0.1], [0.0, 0.0, 0.0], [0.0, 0.0, 0.0], [-0.1, 0.0, -0.1], [0.1, 0.0, 0.2], [0.0, -0.2, 0.0], [-0.1, 0.0, -0.2], [0.1, -0.1, 0.1], [0.0, 0.2, 0.0], [-0.1, -0.1, -0.1], [0.1, -0.1, 0.1], [0.0, 0.0, 0.0], [0.0, 0.0, 0.0], [0.0, 0.1, 0.0], [0.0, 0.1, 0.1], [0.0, 0.0, 0.0]],
  "homo_lumo_gap_ev": 8.891,
  "e_homo_ev": -9.57
}